# 1
The following is a quantum chemistry calculation of 11 unconnected molecules or ions with the total composition C22H66O11 in a non-equilibrium geometry, from OMol25.

Last column: Mulliken charge in e.
Atoms and positions in Å:
C (-3.461, 4.179, -1.827)  -0.879
C (-2.238, 4.547, -1.008)  0.260
O (-1.245, 5.161, -1.819)  -0.604
H (-3.127, 3.523, -2.636)  0.102
H (-3.979, 5.059, -2.205)  0.260
H (-4.215, 3.618, -1.266)  0.350
H (-1.821, 3.674, -0.493)  -0.178
H (-2.519, 5.298, -0.265)  0.352
H (-0.961, 4.477, -2.451)  0.380
C (-0.546, -1.710, 5.982)  -1.321
C (-0.057, -1.105, 4.688)  0.346
O (-0.987, -0.162, 4.145)  -0.540
H (0.115, -2.503, 6.348)  0.406
H (-1.511, -2.211, 5.908)  0.270
H (-0.576, -0.976, 6.787)  0.247
H (0.111, -1.835, 3.891)  -0.085
H (0.917, -0.632, 4.850)  0.336
H (-0.617, 0.741, 4.272)  0.302
C (-2.365, 0.005, -3.914)  -1.212
C (-1.010, -0.667, -3.827)  0.141
O (0.023, 0.304, -3.940)  -0.313
H (-2.528, 0.698, -3.082)  0.166
H (-3.196, -0.698, -3.937)  0.436
H (-2.438, 0.657, -4.789)  0.261
H (-0.950, -1.451, -4.589)  0.505
H (-0.923, -1.178, -2.858)  -0.072
H (0.785, -0.159, -4.330)  0.160
C (-4.150, -2.096, 3.076)  -0.727
C (-4.210, -3.161, 2.001)  0.164
O (-5.297, -4.038, 2.307)  -0.566
H (-5.087, -1.542, 3.127)  0.364
H (-3.299, -1.438, 2.924)  0.063
H (-4.029, -2.587, 4.044)  0.283
H (-3.291, -3.756, 2.058)  -0.017
H (-4.297, -2.798, 0.976)  0.260
H (-5.244, -4.847, 1.797)  0.302
C (-0.052, -4.948, 0.967)  -1.326
C (-0.406, -3.516, 1.300)  0.458
O (-0.970, -2.851, 0.194)  -0.528
H (0.459, -5.425, 1.800)  0.400
H (0.605, -4.947, 0.094)  0.104
H (-0.935, -5.514, 0.667)  0.335
H (0.483, -2.986, 1.684)  -0.117
H (-1.080, -3.450, 2.168)  0.253
H (-1.178, -1.942, 0.480)  0.388
C (-0.054, 2.226, 6.852)  -1.030
C (0.372, 3.093, 5.673)  -0.278
O (-0.029, 2.415, 4.462)  -0.450
H (0.157, 2.767, 7.777)  0.419
H (0.535, 1.308, 6.893)  0.170
H (-1.100, 1.924, 6.845)  0.305
H (1.465, 3.100, 5.653)  0.279
H (-0.095, 4.073, 5.759)  0.338
H (0.078, 3.030, 3.727)  0.217
C (2.952, -0.451, 1.701)  -0.201
C (3.661, 0.841, 1.374)  -0.338
O (4.585, 0.621, 0.315)  -0.544
H (2.277, -0.368, 2.555)  -0.046
H (3.689, -1.217, 1.957)  0.527
H (2.338, -0.803, 0.871)  -0.305
H (4.233, 1.198, 2.240)  0.353
H (2.900, 1.594, 1.135)  0.245
H (4.819, 1.473, -0.065)  0.304
C (2.160, -2.648, -1.541)  -0.443
C (2.690, -3.749, -2.440)  -0.685
O (2.454, -3.353, -3.806)  -0.534
H (1.093, -2.467, -1.653)  0.121
H (2.679, -1.724, -1.821)  0.107
H (2.435, -2.795, -0.496)  0.403
H (2.182, -4.689, -2.199)  0.300
H (3.766, -3.884, -2.292)  0.373
H (2.978, -3.974, -4.329)  0.273
C (0.024, 0.731, -0.342)  -0.486
C (-0.529, 0.848, 1.051)  0.396
O (-1.304, -0.315, 1.375)  -0.434
H (0.867, 1.413, -0.482)  0.348
H (-0.718, 0.877, -1.127)  0.212
H (0.465, -0.254, -0.529)  -0.401
H (-1.171, 1.732, 1.154)  0.169
H (0.312, 0.873, 1.756)  -0.123
H (-1.386, -0.291, 2.350)  0.221
C (0.575, 3.513, -5.658)  -1.192
C (-0.703, 3.508, -4.827)  0.013
O (-0.444, 3.015, -3.522)  -0.310
H (1.344, 4.138, -5.205)  0.305
H (0.401, 3.855, -6.683)  0.404
H (0.974, 2.500, -5.756)  0.162
H (-1.473, 2.919, -5.333)  0.221
H (-1.040, 4.540, -4.711)  0.380
H (-0.248, 2.061, -3.543)  0.080
C (3.234, 0.986, -3.217)  -0.146
C (3.718, -0.059, -4.229)  -0.566
O (2.586, -0.717, -4.845)  -0.666
H (2.732, 1.796, -3.746)  0.131
H (4.129, 1.362, -2.711)  0.325
H (2.543, 0.596, -2.472)  -0.187
H (4.358, -0.805, -3.751)  0.300
H (4.289, 0.417, -5.026)  0.376
H (2.542, -1.594, -4.418)  0.424

As for the charge: 0. The maximum force comes out at 0.0271 hartree/bohr. The value obtained for the molecular weight is 506.8 g mol⁻¹. The calculation puts the energy above the lowest of the compared OMol25 structures with the same formula, charge and spin at 135.0 kJ/mol. Its orbital gap is 9.835 eV.



# 2
The following is a quantum chemistry calculation of 11 unconnected molecules or ions with the total composition C22H66O11 in a non-equilibrium geometry, from OMol25.

Last column: Mulliken charge in e.
Atoms and positions in Å:
C (-6.911, -9.415, 18.787)  -0.758
C (-6.996, -8.907, 20.184)  0.210
O (-8.125, -7.993, 20.316)  -0.582
H (-6.024, -10.004, 18.551)  0.327
H (-7.090, -8.651, 18.030)  0.345
H (-7.727, -10.129, 18.591)  -0.092
H (-6.169, -8.247, 20.477)  0.438
H (-6.996, -9.696, 20.942)  -0.042
H (-8.280, -7.890, 21.262)  0.290
C (-10.142, -15.803, 14.936)  -0.902
C (-11.320, -14.938, 14.606)  -0.277
O (-11.413, -13.875, 15.622)  -0.615
H (-9.233, -15.216, 14.819)  0.206
H (-10.073, -16.629, 14.227)  0.453
H (-10.221, -16.204, 15.943)  0.090
H (-12.310, -15.399, 14.615)  0.338
H (-11.180, -14.435, 13.645)  0.385
H (-12.206, -13.393, 15.372)  0.258
C (-5.818, -17.101, 19.302)  -0.453
C (-5.270, -18.274, 20.078)  -0.503
O (-6.327, -19.042, 20.682)  -0.485
H (-6.476, -17.423, 18.499)  0.346
H (-4.995, -16.470, 18.969)  0.440
H (-6.416, -16.459, 19.959)  -0.252
H (-4.556, -17.919, 20.831)  0.353
H (-4.671, -18.917, 19.424)  0.283
H (-6.018, -19.293, 21.555)  0.269
C (-5.627, -12.722, 21.937)  -0.390
C (-4.640, -12.944, 20.792)  0.392
O (-3.317, -12.545, 21.117)  -0.583
H (-6.633, -12.493, 21.567)  -0.220
H (-5.306, -11.872, 22.537)  0.310
H (-5.788, -13.617, 22.539)  0.333
H (-4.978, -12.386, 19.907)  -0.178
H (-4.616, -13.981, 20.461)  0.029
H (-3.353, -11.598, 21.280)  0.342
C (-12.373, -16.198, 18.085)  -0.068
C (-13.361, -16.765, 19.084)  -0.619
O (-13.484, -18.191, 18.971)  -0.578
H (-12.427, -15.109, 18.141)  -0.043
H (-12.649, -16.535, 17.084)  0.242
H (-11.344, -16.521, 18.259)  0.105
H (-14.352, -16.363, 18.879)  0.341
H (-13.094, -16.515, 20.116)  0.313
H (-12.609, -18.556, 19.137)  0.321
C (-8.725, -13.712, 19.731)  0.497
C (-9.351, -13.253, 18.448)  0.476
O (-9.341, -14.342, 17.522)  -0.026
H (-7.817, -14.289, 19.543)  -0.184
H (-9.417, -14.359, 20.275)  0.315
H (-8.446, -12.896, 20.402)  -0.640
H (-8.781, -12.397, 18.061)  -0.268
H (-10.370, -12.901, 18.617)  -0.092
H (-10.165, -14.247, 17.019)  -0.154
C (-4.808, -12.939, 16.790)  -1.474
C (-6.233, -13.155, 17.222)  0.917
O (-6.649, -14.422, 16.801)  -0.579
H (-4.162, -13.790, 17.005)  0.336
H (-4.362, -12.053, 17.255)  0.336
H (-4.756, -12.754, 15.713)  0.394
H (-6.853, -12.356, 16.787)  0.214
H (-6.329, -13.032, 18.313)  -0.430
H (-7.611, -14.507, 16.839)  0.379
C (-14.165, -12.893, 18.079)  -0.185
C (-15.199, -11.778, 18.182)  -0.535
O (-16.528, -12.311, 18.217)  -0.529
H (-14.008, -13.396, 17.125)  0.224
H (-14.492, -13.709, 18.736)  0.185
H (-13.208, -12.510, 18.444)  -0.064
H (-15.152, -11.141, 17.295)  0.268
H (-15.008, -11.187, 19.075)  0.331
H (-16.910, -12.116, 19.075)  0.310
C (-9.711, -18.016, 22.000)  -1.354
C (-9.245, -17.245, 20.769)  0.798
O (-8.935, -18.128, 19.701)  -0.561
H (-10.482, -18.727, 21.723)  0.301
H (-10.013, -17.347, 22.811)  0.362
H (-8.860, -18.554, 22.435)  0.344
H (-8.397, -16.580, 20.951)  -0.120
H (-10.074, -16.629, 20.410)  -0.011
H (-8.188, -18.661, 20.001)  0.258
C (-10.601, -10.281, 20.036)  0.430
C (-11.113, -8.971, 19.419)  -0.400
O (-10.229, -8.487, 18.433)  -0.593
H (-11.177, -11.140, 19.686)  -0.168
H (-10.688, -10.286, 21.126)  0.106
H (-9.558, -10.464, 19.786)  -0.344
H (-11.301, -8.212, 20.186)  0.239
H (-12.049, -9.139, 18.884)  0.305
H (-9.390, -8.313, 18.885)  0.267
C (-7.785, -11.280, 24.384)  -1.321
C (-8.652, -10.583, 23.348)  0.515
O (-8.488, -9.149, 23.356)  -0.540
H (-6.748, -10.978, 24.274)  0.285
H (-7.892, -12.362, 24.280)  0.313
H (-8.161, -11.066, 25.387)  0.391
H (-9.713, -10.776, 23.531)  0.484
H (-8.427, -10.971, 22.352)  -0.445
H (-9.251, -8.797, 23.822)  0.317

As for the charge: 0. The maximum force comes out at 0.0397 hartree/bohr. The value obtained for the molecular weight is 506.8 g mol⁻¹. The calculation puts the energy above the lowest of the compared OMol25 structures with the same formula, charge and spin at 266.3 kJ/mol. Its orbital gap is 10.025 eV.